No. 1
{"formula": "C2H2S3", "method": "the ωB97M-V functional and the def2-TZVPD basis", "largest_force_ev_per_a": 2.0, "gap_ev": 8.5, "energy_ev": -34610.55508, "elements": ["H", "S", "S", "H", "S", "C", "C"], "xyz": [[-0.042, 0.929, 1.252], [0.712, -3.106, -1.285], [-1.768, -1.670, -0.217], [1.364, 2.251, 1.038], [-0.257, 2.068, -0.705], [0.411, 1.725, 0.716], [-0.422, -2.196, -0.800]], "atomic_forces_ev_per_a": [[0.0, -0.5, 1.0], [1.1, 0.1, -0.5], [0.5, 0.6, -0.2], [-1.3, -0.8, 0.0], [0.1, 0.2, 0.1], [1.2, 1.1, -1.1], [-1.6, -0.7, 0.7]]}

=====

No. 2
{"formula": "C2H2S4", "method": "the ωB97M-V functional and the def2-TZVPD basis", "largest_force_ev_per_a": 0.4, "gap_ev": 8.4, "energy_ev": -45446.26277, "smiles": "S=CSSC=S", "elements": ["H", "C", "S", "H", "C", "S", "S", "S"], "xyz": [[0.463, 0.851, 1.581], [-0.339, -1.668, -0.763], [1.143, -0.748, -0.653], [-1.227, -1.061, -0.897], [0.213, 1.633, 0.874], [0.479, 1.195, -0.798], [-0.382, -3.275, -0.667], [-0.350, 3.074, 1.323]], "atomic_forces_ev_per_a": [[0.1, -0.2, 0.1], [0.1, -0.3, 0.1], [-0.1, 0.0, 0.0], [-0.1, 0.2, 0.0], [-0.1, 0.3, 0.0], [0.0, 0.0, 0.1], [0.1, 0.3, 0.0], [0.1, -0.2, -0.2]]}

=====

No. 3
{"formula": "C2H32FeO16", "method": "the ωB97M-V functional and the def2-TZVPD basis", "largest_force_ev_per_a": 3.3, "gap_ev": [9.5, 7.2], "total_charge": 1, "spin_multiplicity": 6, "energy_ev": -69734.71952, "elements": ["H", "O", "O", "H", "O", "O", "H", "O", "H", "H", "H", "H", "H", "O", "H", "O", "C", "H", "O", "O", "O", "H", "C", "H", "H", "O", "H", "H", "O", "H", "H", "H", "H", "O", "Fe", "H", "H", "H", "H", "H", "H", "O", "H", "H", "O", "H", "H", "H", "O", "H", "H"], "xyz": [[-2.103, -3.386, -2.003], [-2.767, -2.554, 2.252], [0.024, 3.365, -1.825], [-0.192, -3.672, -3.105], [0.053, -0.417, -1.627], [1.205, 0.946, -3.733], [1.226, -2.525, 2.572], [2.047, -2.017, 2.376], [-0.182, 3.915, -1.001], [-2.905, 0.906, 2.403], [-3.031, 0.749, -0.690], [3.473, 0.898, -0.901], [-1.025, 0.661, 1.332], [3.224, 1.119, -1.816], [-4.493, 1.059, -0.753], [-3.253, 0.371, 1.699], [-0.507, -0.789, -0.369], [-0.364, 3.758, -2.614], [3.616, 0.239, 2.973], [-0.617, -2.804, -3.107], [0.652, 1.430, 0.203], [-3.249, -0.540, 2.016], [-0.212, 0.329, 0.720], [3.867, 1.257, 1.410], [-1.557, 2.949, 3.755], [-1.504, 2.736, 2.805], [-0.096, -2.193, -2.565], [-2.260, 3.138, 2.370], [-0.123, 4.134, 0.598], [-1.536, -1.139, -0.502], [1.882, 1.440, -4.250], [1.842, -3.137, -1.650], [0.532, -3.461, -1.027], [1.436, -3.252, -0.774], [0.861, 1.418, -1.720], [2.846, -0.374, 2.908], [-0.080, -1.737, -0.138], [1.002, 0.156, -4.249], [-2.717, -3.024, 1.410], [4.367, -0.372, 3.056], [4.005, 0.999, -2.356], [-2.577, -3.169, -1.194], [-2.483, -3.195, 2.900], [0.143, 4.859, 1.157], [3.436, 1.433, 0.551], [2.232, -2.228, 1.457], [-3.277, -3.818, -1.110], [0.038, 3.316, 1.072], [-3.811, 0.661, -1.263], [0.373, -0.155, 1.516], [2.539, 1.715, 0.831]], "atomic_forces_ev_per_a": [[0.1, 0.3, -0.3], [0.1, 0.2, -0.4], [0.1, -0.3, -0.4], [0.1, 0.3, -0.2], [0.5, 1.9, 0.0], [0.7, 0.9, -1.1], [0.9, 0.6, -0.1], [-1.0, -0.6, 0.3], [0.4, -0.6, -0.1], [0.3, 0.3, 0.6], [-0.4, -0.2, -0.1], [0.2, 0.4, 0.9], [-0.9, 0.8, -0.7], [-1.2, -0.1, -1.1], [-1.0, 0.4, 0.7], [-0.3, -0.1, -0.6], [0.0, 1.4, -0.3], [-0.1, 0.1, 0.1], [0.0, -0.7, 0.2], [0.0, -0.5, -0.2], [-1.5, -1.2, -1.2], [0.0, -0.2, 0.1], [2.1, -0.8, -0.2], [-0.2, -0.4, -0.2], [-0.1, 0.0, -0.7], [0.2, -0.2, 0.6], [-0.1, 0.3, 0.0], [-0.1, 0.2, 0.1], [-0.3, 0.4, -0.6], [-0.4, 1.0, 0.0], [-0.6, -0.5, 0.5], [0.3, 0.0, 0.5], [-0.3, -0.2, 0.4], [0.3, 0.0, -0.7], [-0.5, -2.2, 2.3], [0.6, 0.4, 0.0], [1.0, -0.4, 0.8], [-0.3, -0.1, 0.3], [0.0, 0.2, -0.1], [-0.3, 0.3, 0.1], [0.0, 0.0, -0.3], [-0.1, -0.2, 0.7], [0.0, -0.2, 0.4], [0.1, 0.3, 0.2], [-0.2, 0.6, 1.3], [0.0, -0.1, -0.3], [-0.2, -0.1, -0.1], [0.1, -0.5, 0.2], [1.4, -0.2, -0.6], [0.4, -0.1, -0.4], [0.3, -0.4, -0.4]]}

=====

No. 4
{"formula": "C2H36F6NO22S2", "method": "the ωB97M-V functional and the def2-TZVPD basis", "largest_force_ev_per_a": 3.3, "gap_ev": [1.9, 7.1], "total_charge": -2, "spin_multiplicity": 2, "energy_ev": -87168.09450, "elements": ["O", "O", "O", "S", "H", "O", "H", "H", "H", "O", "O", "O", "F", "H", "H", "H", "H", "H", "O", "H", "H", "H", "H", "H", "H", "O", "O", "O", "O", "C", "H", "O", "H", "S", "H", "H", "O", "H", "F", "H", "H", "O", "F", "H", "O", "O", "O", "F", "O", "H", "C", "F", "F", "H", "H", "H", "H", "H", "O", "H", "H", "H", "N", "O", "H", "H", "H", "O", "H"], "xyz": [[-3.356, -1.173, 2.020], [2.781, 1.270, 3.984], [-2.211, -4.144, -1.767], [-0.577, 0.586, -1.819], [2.539, 2.534, -2.315], [2.875, 3.053, -1.584], [4.110, -2.252, -0.471], [-3.613, -0.397, 2.518], [-0.339, 5.128, 1.594], [-3.408, 1.530, 2.957], [-1.656, 6.311, -1.605], [3.678, -5.658, 1.477], [1.732, -0.709, 1.897], [2.892, 0.888, -4.766], [-0.303, -3.415, 5.183], [-0.540, 1.152, 1.146], [-5.452, 0.427, -5.196], [2.348, -4.959, 4.107], [4.733, -2.402, 0.241], [-1.526, -4.532, -1.223], [0.164, 4.533, 0.296], [-0.248, 1.596, 2.563], [1.199, 1.386, 0.428], [-0.221, -0.501, 4.391], [3.959, -6.570, 1.392], [2.882, 1.540, -4.066], [-0.914, 1.642, 1.878], [-2.993, -1.899, -4.375], [-0.562, 5.033, 0.668], [-1.923, 1.994, -1.634], [2.761, 1.459, 3.046], [0.493, 1.156, -2.607], [-4.448, 1.316, -4.493], [0.359, -1.210, -0.392], [-0.459, -2.958, 3.748], [-3.450, -1.081, -4.181], [-4.934, 0.497, -4.394], [3.263, -5.456, 0.639], [1.997, -2.761, 0.943], [-0.678, 0.733, 5.139], [-2.272, -3.237, -1.466], [2.651, -4.075, 3.901], [0.152, -2.108, 2.128], [-0.054, -0.118, -4.509], [-0.641, -2.695, 4.650], [0.439, 0.234, -5.251], [1.342, -1.459, -1.441], [-1.278, 3.167, -1.591], [-0.833, -2.045, -0.377], [2.093, 1.340, -3.563], [1.163, -1.734, 1.281], [-2.625, 1.807, -0.575], [-2.770, 1.930, -2.700], [-2.660, 1.562, 2.360], [-2.379, 6.855, -1.292], [-0.181, 0.808, -5.700], [2.282, 0.458, 4.076], [2.674, 3.958, -1.820], [-0.033, 0.431, 4.501], [-3.039, 1.740, 3.815], [-2.250, -1.908, -3.771], [5.142, -3.240, 0.028], [0.060, 0.256, -0.176], [1.854, 1.994, 0.769], [2.296, 2.332, -0.010], [3.038, -4.152, 3.029], [-1.462, 5.726, -0.873], [-1.212, -0.509, -2.550], [-2.450, -1.004, 1.763]], "atomic_forces_ev_per_a": [[-0.3, -0.7, 0.0], [0.5, 0.2, 0.4], [-0.4, -0.7, -0.4], [-1.7, 1.6, -0.7], [0.0, -0.3, -0.2], [0.4, 0.4, 0.3], [-0.4, 0.2, -0.2], [0.0, 0.5, 0.2], [0.0, -0.1, 0.2], [-1.3, 0.0, 0.6], [-0.1, 0.5, -0.7], [0.1, 0.0, 0.2], [1.0, -0.6, 0.0], [-0.3, -0.1, 0.0], [0.2, 0.0, 0.1], [0.1, -0.6, -0.9], [-0.1, -0.1, -0.2], [0.0, -0.2, -0.1], [0.4, 0.0, 0.2], [0.2, 0.3, 0.2], [0.2, -0.5, -0.1], [0.2, -0.1, 0.4], [-0.3, -0.6, -0.5], [-0.2, -0.6, -0.1], [0.1, -0.2, 0.0], [1.0, 0.5, -0.2], [-0.8, 0.8, 0.9], [-0.2, -0.4, -0.6], [-0.1, 0.4, 0.0], [1.2, -0.4, -3.0], [-0.1, 0.1, -0.6], [0.8, 0.9, -0.1], [0.3, 0.3, 0.2], [0.8, -2.1, 1.5], [0.1, 0.0, -0.4], [-0.2, 0.3, 0.1], [-0.2, -0.2, 0.1], [-0.3, 0.3, -0.3], [-0.2, 0.5, 1.8], [-0.1, 0.0, 0.1], [0.3, 0.5, 0.2], [-0.2, 0.2, 0.5], [0.9, -0.7, -0.3], [-0.2, -0.2, 0.6], [-0.3, 0.1, 0.4], [0.4, -0.2, -0.9], [0.0, -0.6, 0.8], [-0.6, 0.7, 0.1], [0.6, -0.6, 0.3], [-0.9, -0.6, 0.0], [-1.7, 0.3, -2.1], [-1.0, 0.1, 1.7], [-0.8, 1.0, -0.4], [1.1, 0.1, -0.5], [-0.1, 0.1, 0.1], [-0.1, 0.1, 0.0], [-0.3, -0.1, 0.0], [-0.1, 0.2, 0.0], [0.2, 0.3, 0.0], [0.2, 0.0, 0.1], [0.3, 0.1, 0.3], [0.1, -0.2, 0.0], [0.6, -0.7, 0.1], [0.7, 0.9, 1.3], [0.3, 0.2, -0.5], [0.1, -0.1, -0.4], [0.2, -0.4, 0.5], [-0.1, 0.0, -0.1], [0.3, 0.0, -0.3]]}

=====

No. 5
{"formula": "C2H38N2O15", "method": "the ωB97M-V functional and the def2-TZVPD basis", "largest_force_ev_per_a": 2.9, "gap_ev": 9.4, "energy_ev": -36383.71087, "elements": ["H", "H", "H", "O", "H", "C", "H", "O", "H", "H", "H", "H", "H", "O", "H", "O", "H", "H", "H", "H", "C", "O", "O", "H", "H", "N", "H", "H", "H", "H", "H", "O", "H", "N", "H", "H", "H", "O", "H", "H", "O", "H", "H", "H", "H", "O", "H", "O", "H", "O", "H", "O", "O", "H", "H", "O", "H"], "xyz": [[2.279, 1.984, 3.584], [-1.140, 1.886, 0.931], [1.595, 0.037, -4.217], [-0.319, 2.749, -3.473], [1.936, -4.322, -0.877], [1.380, -1.242, 0.015], [0.486, -3.546, 1.084], [1.824, 2.795, -1.739], [-0.506, -1.518, -4.041], [-1.634, -2.799, 2.571], [0.378, 2.758, -2.831], [-1.441, 4.089, -1.569], [0.537, 1.245, -4.083], [0.588, -3.704, 2.040], [-1.104, 0.285, -0.819], [-1.554, 1.143, -0.897], [-2.479, -0.881, 1.418], [0.782, -3.319, -1.540], [2.461, 2.239, 1.148], [-2.925, -3.364, -1.151], [2.332, -2.469, -0.301], [0.753, -1.038, 4.319], [-0.829, 1.140, 3.406], [3.034, -2.020, -1.029], [1.513, -3.878, 2.134], [0.907, -0.643, -1.231], [-1.731, -2.498, -1.776], [-2.998, 0.134, 2.413], [2.940, -2.970, 0.446], [1.984, 3.000, -0.767], [-1.236, 3.331, 0.984], [2.118, 1.328, 2.923], [1.277, 0.880, 2.968], [1.409, -3.485, -0.811], [1.542, -0.034, -1.682], [-0.140, 1.829, 3.340], [0.489, -1.608, 0.584], [-1.984, -2.488, 1.730], [2.385, 3.482, -2.095], [-1.241, 1.051, 2.512], [2.049, 3.061, 0.905], [0.473, -1.200, -1.907], [1.095, 3.022, 1.151], [1.137, -1.855, 3.997], [-1.520, -3.066, 1.099], [0.681, 0.307, -4.204], [-0.946, 2.089, -3.247], [-1.054, -1.939, -3.415], [0.044, -1.117, 3.608], [-0.566, 2.630, 1.108], [1.937, -0.414, 0.532], [-2.253, -2.714, -1.003], [-2.168, 3.759, -1.010], [-2.444, 1.036, -0.548], [-1.762, -2.506, -3.747], [-2.458, 0.061, 1.616], [-2.052, 2.814, -0.900]], "atomic_forces_ev_per_a": [[-0.4, 0.3, 0.8], [0.3, -0.9, -0.5], [0.4, 0.6, 0.0], [0.0, 1.0, -1.8], [-0.2, -1.0, -0.7], [0.9, 0.0, 0.1], [0.4, -0.2, -0.1], [0.5, 0.4, 0.7], [0.7, 0.9, -1.6], [0.0, 0.1, 0.3], [0.8, -0.1, 1.4], [-0.4, -0.6, 0.3], [0.3, 0.9, 0.0], [-1.0, 0.2, 0.1], [0.2, 0.2, -0.1], [-0.3, -0.4, -0.3], [0.4, -0.7, -0.1], [-0.5, 0.5, -1.4], [-0.1, -0.5, 0.7], [-0.3, -0.4, -0.6], [-1.6, 1.7, -1.1], [-1.7, -0.9, -2.1], [0.2, 0.2, -0.4], [-0.1, -0.5, -0.1], [0.9, -0.3, 0.2], [-0.3, 0.6, 1.7], [-0.1, -0.1, -0.5], [0.0, 0.1, -0.1], [-0.2, 0.4, 0.6], [-0.7, -0.7, -0.2], [0.7, 0.2, -0.1], [1.2, -0.6, -1.4], [-0.3, -0.2, 0.9], [1.5, -0.5, 2.2], [0.7, 0.7, -0.2], [-1.0, -0.2, -0.1], [0.9, 0.6, -0.1], [0.4, -1.0, -0.1], [0.2, 0.2, -0.7], [0.7, 0.1, 1.2], [-0.2, 1.4, -0.8], [-0.7, -1.2, -0.8], [0.7, -0.5, -0.2], [1.2, -0.6, 0.6], [-0.6, 0.5, -0.1], [-0.6, -1.8, -0.3], [-0.9, -0.8, 0.8], [-1.2, -1.3, 2.2], [0.5, 1.3, 1.5], [-0.9, 1.3, 0.5], [-0.7, -0.9, 0.0], [0.5, 0.6, 1.2], [-0.3, 1.2, 0.1], [-0.2, -0.7, 0.1], [0.6, 0.5, -0.8], [-0.7, 1.0, 0.0], [0.7, 0.0, -0.6]]}

=====

No. 6
{"formula": "C2H38O17", "method": "the ωB97M-V functional and the def2-TZVPD basis", "largest_force_ev_per_a": 1.8, "gap_ev": 9.1, "energy_ev": -37499.31203, "elements": ["H", "H", "O", "H", "H", "H", "H", "H", "H", "H", "H", "O", "O", "H", "O", "H", "H", "H", "H", "O", "H", "H", "O", "H", "O", "O", "O", "H", "H", "H", "H", "H", "C", "O", "H", "O", "H", "O", "H", "H", "H", "H", "H", "H", "O", "C", "H", "O", "H", "O", "H", "O", "H", "H", "H", "O", "H"], "xyz": [[-5.750, 0.479, -2.781], [-2.382, 2.156, 0.944], [-5.073, 0.734, -3.419], [-1.347, -0.067, 1.223], [3.977, -2.870, 2.594], [6.109, -1.859, -0.258], [-0.662, 3.873, 1.813], [4.380, -1.715, 1.650], [-2.813, -0.418, 3.585], [2.027, 3.166, -1.313], [1.294, 0.800, 3.462], [1.086, 3.333, -1.448], [3.949, -2.000, -2.676], [3.254, 0.269, 4.883], [-0.875, -2.958, 2.381], [-1.337, 0.057, 3.744], [-0.255, 2.388, 2.006], [3.452, -0.376, 3.504], [-2.305, 2.106, -3.079], [3.824, -1.934, 2.427], [0.117, -0.328, -1.408], [-1.701, -3.395, -1.721], [-2.469, -0.263, -0.562], [-0.231, 3.540, -2.887], [5.242, -1.449, -0.113], [-0.184, 0.703, -4.362], [-0.618, 3.444, -3.778], [-0.293, 1.219, -0.691], [1.150, -4.240, -0.154], [-0.330, 2.554, -4.086], [4.678, -2.565, -2.959], [-2.403, 1.203, -1.816], [-0.065, 0.181, -0.458], [-3.234, 1.732, 0.720], [4.116, -1.821, -1.730], [-2.780, 2.013, -2.236], [-0.122, -3.683, 0.517], [-1.933, -0.713, 3.858], [-4.281, 0.955, -2.875], [-3.573, 1.385, 1.552], [0.808, 3.847, -0.676], [-1.045, -1.558, 0.284], [-2.415, -2.052, -1.477], [0.494, 0.067, -4.617], [3.035, 0.390, 3.950], [-1.265, -0.498, 0.223], [-1.356, -2.138, 2.625], [0.195, -4.197, -0.253], [0.484, 1.882, 4.203], [0.432, 1.299, 3.433], [-2.946, 0.398, -0.027], [-0.668, 3.015, 1.372], [-0.050, -2.920, 2.881], [0.839, 0.144, 0.157], [5.388, -0.498, -0.250], [-2.560, -3.016, -1.482], [-1.013, 0.198, -4.396]], "atomic_forces_ev_per_a": [[0.1, 0.0, -0.1], [-0.1, 0.2, -0.1], [0.4, -0.1, 0.4], [-0.4, -0.2, 0.1], [0.0, 0.1, 0.0], [-0.3, 0.1, 0.0], [-0.1, -0.2, 0.0], [-0.3, -0.2, 0.3], [0.2, 0.0, 0.1], [-0.2, 0.0, -0.1], [-0.6, 0.5, 0.0], [0.2, 0.2, 0.4], [0.1, 0.1, 0.4], [-0.1, 0.1, -0.2], [0.1, 0.3, -0.1], [-0.3, -0.4, 0.0], [0.0, 0.3, -0.3], [-0.3, 0.1, 0.0], [0.0, 0.4, 0.4], [0.4, 0.2, -0.3], [0.2, 0.1, 0.1], [-0.2, 0.0, 0.2], [1.4, -1.0, 0.5], [-0.1, -0.2, -0.6], [0.4, 0.3, 0.1], [-0.3, -0.6, -0.1], [0.2, -0.6, 0.0], [0.1, 0.1, 0.1], [0.0, 0.0, 0.0], [-0.1, 0.8, 0.4], [-0.2, 0.1, 0.1], [-0.3, 0.6, -0.2], [-0.6, -0.3, -0.2], [-0.2, 0.5, 0.8], [0.0, -0.2, -0.6], [0.4, -1.0, -0.1], [0.0, -0.3, -0.3], [0.2, 0.6, -0.2], [-0.6, 0.2, -0.4], [-0.1, 0.2, 0.1], [0.0, -0.3, -0.1], [-0.4, -0.2, 0.2], [-0.3, -0.4, 0.1], [0.0, 0.1, 0.0], [0.3, -0.4, 0.0], [0.6, 0.8, -1.1], [0.3, -0.5, 0.1], [-0.1, 0.4, 0.4], [0.0, -0.1, -0.1], [0.4, -0.3, 0.2], [-0.2, 0.2, -0.4], [0.1, -0.2, 0.3], [-0.2, 0.1, 0.0], [-0.1, -0.1, 0.0], [0.0, -0.3, 0.0], [0.4, 0.3, -0.2], [0.3, 0.2, 0.0]]}

=====

No. 7
{"formula": "C2H3BF2O", "method": "the ωB97M-V functional and the def2-TZVPD basis", "largest_force_ev_per_a": 3.6, "gap_ev": 10.4, "energy_ev": -10280.18066, "smiles": "BO/C(F)=C\\F", "elements": ["C", "H", "H", "B", "F", "H", "F", "C", "O"], "xyz": [[0.534, 0.687, -0.384], [-2.141, 0.110, 1.772], [-1.686, -1.039, 0.134], [-1.420, -0.179, 0.792], [1.168, -1.415, 0.108], [1.949, -0.435, -1.360], [0.738, 1.801, -1.030], [1.293, -0.301, -0.591], [-0.435, 0.770, 0.559]], "atomic_forces_ev_per_a": [[-2.5, 2.1, 1.4], [0.9, -0.3, -0.9], [0.0, -1.6, -1.4], [-0.3, 2.8, 2.2], [-0.4, -1.3, 1.1], [1.8, 0.3, -1.8], [-0.3, 1.2, -0.6], [0.9, -2.8, 0.1], [-0.1, -0.3, 0.0]]}

=====

No. 8
{"formula": "C2H3BeO7", "method": "the ωB97M-V functional and the def2-TZVPD basis", "largest_force_ev_per_a": 8.5, "gap_ev": 6.8, "total_charge": -1, "energy_ev": -16862.48766, "elements": ["H", "O", "O", "C", "Be", "O", "H", "O", "C", "O", "O", "O", "H"], "xyz": [[-2.733, 0.418, 1.712], [0.088, 0.697, -1.623], [0.057, -1.278, -1.024], [-0.954, 0.263, 1.711], [0.666, -0.012, -0.355], [2.275, 0.016, -0.305], [2.884, -0.654, -0.106], [-0.989, -0.153, 2.911], [-0.435, -0.387, -1.933], [0.094, 0.428, 1.045], [-1.616, -0.614, -2.380], [-2.071, 0.520, 1.056], [2.733, 0.756, -0.709]], "atomic_forces_ev_per_a": [[-1.3, -0.3, 0.9], [2.1, 5.3, -1.8], [0.9, -1.8, -1.0], [0.9, -1.8, 3.1], [-1.6, -0.5, 0.6], [0.4, 1.8, -0.2], [1.0, -1.6, 0.4], [-0.4, 1.1, -2.1], [-6.8, -4.4, 2.8], [1.6, 0.4, -0.3], [3.5, 0.9, -1.2], [-0.3, 0.7, -1.2], [-0.1, 0.1, -0.1]]}